# 1
56
Properties=species:S:1:pos:R:3:forces:R:3:nbo_charge:R:1 method="wB97M-V/def2-TZVPD" orbital_gap_ev=6.25 charge=+2 energy_ev=-29908.82620 e_lumo_ev=-9.32
Au 0.6732 1.1789 -3.4806 0.01 0.52 -1.27 0.81
Ta 0.5412 -0.1124 -1.1612 0.54 -2.49 3.10 1.95
O 3.8648 -1.1307 1.2582 -1.97 0.99 -2.34 -0.38
N -0.4377 -1.7327 -1.6779 0.89 1.74 -0.46 -0.69
N -0.0939 1.7758 -1.6051 -0.51 -0.11 -0.08 -0.68
N 2.3567 -0.4579 -0.5079 0.50 -0.22 0.41 -0.92
C -0.1781 0.1458 1.9463 0.01 0.24 -1.60 0.31
C -0.0305 4.0358 -2.4547 -0.09 0.37 0.33 -0.62
C -1.4150 -0.6406 3.8780 -0.46 -0.26 -0.02 -0.59
C -0.3543 -3.0891 -1.1081 0.12 -0.73 0.11 0.11
C -1.1071 -1.6520 -2.9877 -0.58 0.03 0.12 -0.42
C 1.0983 -0.6473 3.8419 0.41 -0.32 -0.07 -0.59
C 3.1334 -0.7957 0.3988 0.91 -0.58 1.03 0.95
C 0.0912 -3.0370 0.3464 -0.09 -0.18 0.41 -0.63
C -0.0094 3.5980 0.0431 -0.04 0.19 0.21 -0.63
C -0.1437 1.5260 3.9374 -0.03 0.53 -0.02 -0.59
C -1.5794 1.6707 -1.4968 -0.48 0.08 -0.98 -0.44
C -0.1651 0.0960 3.3970 0.02 -0.04 0.43 -0.19
C 0.6716 -3.8628 -1.9336 0.18 -0.25 -0.03 -0.62
C -1.7185 -3.7726 -1.1956 -0.14 -0.05 0.06 -0.63
C -0.1632 0.2077 0.7112 -0.10 -0.13 1.47 -0.62
C 0.4638 3.1275 -1.3296 0.30 0.29 -0.42 0.12
C 1.9807 3.0323 -1.3701 0.14 0.20 0.26 -0.63
H 0.2048 3.5919 -3.4333 0.03 0.22 -0.02 0.18
H 2.3780 2.3886 -0.5723 -0.06 0.19 -0.15 0.24
H 0.4724 5.0077 -2.3930 -0.21 -0.16 -0.07 0.27
H -1.8820 0.6168 -1.3463 0.02 0.29 -0.01 0.24
H -2.0055 -3.9797 -2.2317 -0.03 0.00 0.21 0.22
H -0.6771 -0.8291 -3.5856 -0.26 -0.23 -0.08 0.16
H 1.9974 -0.1694 3.4359 -0.11 -0.04 0.16 0.21
H 0.7622 -4.8843 -1.5398 0.02 0.26 -0.21 0.25
H -0.5702 -2.4056 0.9562 0.17 -0.26 -0.22 0.23
H -1.0344 2.0765 3.6131 0.14 -0.06 0.11 0.22
H 0.1561 2.8194 0.8034 -0.04 0.35 -0.21 0.24
H 1.6545 -3.3757 -1.8878 -0.14 -0.14 0.05 0.21
H 2.3340 2.6497 -2.3413 0.08 0.12 0.10 0.20
H -2.3199 -0.1232 3.5404 0.11 -0.11 0.11 0.22
H 0.7457 2.0604 3.5831 -0.14 -0.06 0.11 0.21
H 0.3695 -3.9200 -2.9851 0.13 -0.18 0.20 0.21
H -2.0597 2.0282 -2.4224 0.08 -0.08 0.46 0.24
H 1.1701 -0.6520 4.9376 -0.08 0.04 -0.29 0.25
H -1.9269 2.2576 -0.6375 0.19 -0.40 -0.23 0.27
H -2.1886 -1.4773 -2.8751 0.29 -0.13 -0.13 0.23
H 0.5682 4.4960 0.3056 -0.23 -0.28 -0.01 0.26
H 2.3894 4.0465 -1.2483 0.03 -0.43 -0.02 0.27
H -1.4326 -0.6909 4.9735 0.09 0.05 -0.25 0.24
H -0.1243 1.5169 5.0342 -0.01 -0.08 -0.26 0.24
H -0.9419 -2.5820 -3.5461 -0.04 0.42 0.02 0.26
H -1.1129 4.1861 -2.3921 0.19 0.10 -0.11 0.24
H -2.4912 -3.1583 -0.7217 0.04 -0.14 -0.03 0.22
H 1.0812 -1.6869 3.4929 0.01 0.15 0.11 0.22
H 1.1270 -2.6843 0.4540 -0.22 -0.08 -0.02 0.20
H -1.6648 -4.7337 -0.6695 -0.06 0.24 -0.15 0.25
H 0.0494 -4.0632 0.7466 0.12 0.42 -0.10 0.26
H -1.0711 3.8746 0.0166 0.34 0.03 0.17 0.23
H -1.4357 -1.6648 3.4865 -0.03 0.16 0.12 0.22

# 2
68
Properties=species:S:1:pos:R:3:forces:R:3:nbo_charge:R:1 method="wB97M-V/def2-TZVPD" orbital_gap_ev=7.18 charge=-1 energy_ev=-321395.50150 e_lumo_ev=1.78
I -1.3211 -3.1075 0.9819 -0.09 -0.20 -0.10 -0.14
Br 4.3861 -3.7339 1.1747 0.01 0.34 -0.61 -0.11
Br 2.5512 -3.3143 3.9478 -0.33 0.33 -0.19 -0.07
Cl -3.2446 5.4920 -4.4880 0.00 0.04 -0.01 -0.07
Cl 2.4552 -4.3004 7.4615 0.01 -0.02 0.02 -0.05
Cl 4.3389 1.2396 -5.4564 0.01 -0.03 0.00 -0.05
Cl -4.0607 1.4534 -1.7310 -0.08 0.09 0.00 -0.10
Cl -0.3210 3.0797 1.6557 0.01 0.14 0.08 -0.06
Cl 4.4837 -2.0547 -1.9489 0.07 -0.04 -0.08 -0.05
Cl -3.1661 3.8660 3.3675 0.00 0.03 0.04 -0.06
Cl 1.1271 0.1037 -5.2970 0.00 0.12 -0.18 -0.06
Cl -0.6707 1.1109 -1.5934 0.03 0.15 -0.06 -0.07
Cl -0.2786 -4.6875 5.4558 -0.07 -0.12 0.14 -0.03
Cl 1.2882 -3.1789 -1.8129 0.05 -0.02 -0.03 -0.06
Cl -6.5597 5.7717 -5.2379 -0.01 0.02 -0.05 -0.07
O 1.2307 -0.0037 1.4243 -0.11 -0.35 0.08 -0.95
O -2.0183 -0.4230 2.0508 -2.05 1.61 -1.29 -0.57
C -1.8827 -0.1811 -1.4265 -0.02 -0.13 0.08 -0.41
C -2.7665 4.3017 1.6853 -0.02 0.05 -0.14 -0.38
C 4.5660 -1.2710 2.6075 0.36 0.12 -0.25 -0.66
C 1.6814 1.6662 -5.9501 -0.08 0.14 -0.06 -0.39
C 2.2148 -2.2417 2.3265 0.47 0.24 -1.51 -0.48
C -4.6056 4.7196 -3.6335 -0.02 -0.10 0.12 -0.39
C 3.1957 -1.7279 -3.1318 0.00 0.13 -0.13 -0.40
C 3.0292 1.5605 -6.6201 -0.02 0.06 -0.11 -0.39
C -1.9628 3.2319 0.9886 -0.09 -0.11 -0.11 -0.40
C 1.8477 -1.6171 -2.4679 -0.10 0.11 0.07 -0.40
C -1.2525 -1.2764 2.2165 2.43 -0.36 2.35 0.60
C -0.1662 -5.0347 7.1972 -0.18 -0.03 -0.02 -0.39
C -3.0925 0.0577 -2.2916 0.14 -0.28 -0.15 -0.37
C 3.5746 -1.9502 1.6328 -0.37 -0.33 1.88 -0.19
C -5.7258 4.3429 -4.5696 -0.02 -0.14 0.07 -0.38
C -0.1668 -1.2581 3.2666 -0.47 -1.26 -0.61 -0.78
C 0.7491 -4.0746 7.9174 -0.06 0.03 0.11 -0.39
B 1.3465 -0.8855 2.6254 0.27 0.44 0.37 0.39
H 1.6961 2.3845 -5.1329 0.05 -0.09 0.04 0.23
H 5.3086 -2.0035 2.9376 -0.11 0.26 0.00 0.22
H -2.2361 5.2517 1.7018 0.05 -0.06 0.07 0.22
H -4.2141 3.8230 -3.1559 0.01 -0.03 -0.07 0.24
H -1.1756 -4.9511 7.6009 0.05 0.06 0.05 0.21
H -2.8144 0.2383 -3.3282 0.00 0.13 0.05 0.22
H -4.9463 5.4023 -2.8579 0.00 0.06 -0.09 0.22
H 0.1657 -6.0643 7.3166 0.07 0.05 -0.04 0.22
H 3.0417 0.7703 -7.3679 -0.01 -0.04 0.09 0.22
H 4.0719 -0.8871 3.5062 -0.15 -0.06 -0.34 0.24
H -6.4741 3.7638 -4.0299 0.03 0.04 0.04 0.23
H 3.4198 -1.3759 0.7186 0.01 -0.36 0.02 0.24
H -2.1504 -0.2613 -0.3744 0.05 0.05 -0.01 0.25
H -0.1798 -2.2704 3.7001 0.31 0.32 0.08 0.24
H 5.1013 -0.4343 2.1371 -0.14 -0.23 -0.03 0.20
H -1.3941 -1.1090 -1.7238 -0.05 -0.01 0.00 0.24
H 0.4794 -3.0400 7.7149 0.05 -0.04 -0.12 0.23
H 0.9348 1.9881 -6.6753 0.05 -0.04 -0.03 0.22
H 1.8614 -0.8973 -1.6493 0.01 -0.09 0.05 0.25
H 1.1032 -1.2930 -3.1930 0.07 -0.08 0.10 0.21
H 3.2121 -2.5187 -3.8800 -0.01 -0.05 0.09 0.21
H 0.9615 0.8461 1.7954 0.09 -0.17 -0.43 0.47
H -0.4071 -0.5197 4.0404 -0.32 -0.08 -0.36 0.23
H 0.6852 -4.2434 8.9925 -0.02 -0.05 -0.03 0.21
H -5.3644 3.7440 -5.4025 0.03 0.09 -0.01 0.22
H -2.4438 2.2576 1.0597 0.06 0.01 0.08 0.24
H 1.9118 -0.2283 3.4855 0.06 -0.08 0.41 -0.11
H 3.2679 2.5028 -7.1125 -0.04 0.01 0.06 0.22
H -3.7460 -0.8131 -2.2585 0.00 0.04 0.11 0.23
H -3.7128 4.4458 1.1638 0.01 -0.08 0.00 0.21
H -1.8534 3.4823 -0.0662 -0.01 0.02 0.03 0.23
H 3.4414 -0.7885 -3.6238 -0.07 0.01 0.05 0.23
H 1.6444 -2.8770 1.6338 0.17 -0.17 0.40 0.22

# 3
60
Properties=species:S:1:pos:R:3:forces:R:3:nbo_charge:R:1 method="wB97M-V/def2-TZVPD" orbital_gap_ev=5.61 charge=-1 energy_ev=-47744.96298 e_lumo_ev=1.54
Cl -3.0850 -3.2746 0.8202 0.04 0.07 0.01 -0.17
O 2.9586 -2.9078 2.9680 0.14 -0.07 -0.10 -0.56
O -2.8738 -3.6465 5.5688 -0.13 0.15 -0.09 -0.96
O 2.9795 4.4003 -6.5661 -0.04 -0.01 -0.02 -0.49
O 0.4962 1.6034 -0.6341 -0.03 -0.03 0.03 -0.50
O 1.6404 2.6306 -6.1617 -0.02 0.06 -0.02 -0.57
O -1.4474 2.6802 -0.7597 0.04 0.04 0.07 -0.50
O 1.4474 4.5305 -4.9650 -0.03 0.00 0.02 -0.50
O -0.7600 1.8461 1.2251 0.04 0.18 -0.04 -0.54
C 1.9878 3.7408 -5.9243 0.07 0.04 -0.10 0.97
C -1.8656 -1.7246 4.2172 -0.05 0.02 -0.06 -0.65
C 2.2870 5.6777 -4.8045 0.06 -0.04 0.03 -0.09
C 0.2261 1.7551 -2.0380 -0.13 -0.03 -0.01 0.07
C 2.7075 -4.2932 3.0139 -0.15 0.06 -0.02 -0.24
C 1.4903 2.0494 -2.7942 0.14 0.17 0.11 -0.63
C -4.8292 -5.0099 2.0053 0.10 -0.11 -0.01 -0.63
C 2.3766 -2.2296 1.8533 -0.07 -0.05 0.06 -0.06
C -0.5862 2.0237 0.0686 -0.03 -0.13 -0.03 0.97
C -1.2294 -1.1503 2.9461 -0.02 -0.05 0.00 -0.39
C -4.4536 -3.5301 2.0321 -0.05 -0.08 0.13 -0.11
C 1.2366 -1.3146 2.2763 0.05 -0.05 0.01 -0.42
C -0.7978 2.8757 -2.0141 0.08 0.04 0.00 -0.09
C 2.9512 5.7846 -6.1650 -0.08 -0.02 -0.03 0.07
C -0.1061 -2.0342 2.3760 0.01 0.05 0.01 -0.40
C -4.1431 -3.0321 3.4348 -0.03 0.18 -0.06 -0.69
C 4.3380 6.3664 -6.1810 0.01 0.00 0.04 -0.63
B -2.6346 -3.1699 4.1408 -0.03 -0.18 0.02 0.39
H -0.2426 0.8283 -2.3821 0.05 0.00 -0.02 0.19
H -1.9982 -0.9963 2.1831 0.00 -0.04 0.00 0.20
H -2.3425 -4.4259 5.7021 0.13 -0.15 0.06 0.45
H 2.8885 -4.7661 2.0403 0.04 -0.01 0.02 0.15
H 1.9860 2.9172 -2.3513 -0.01 -0.02 0.03 0.20
H -5.2428 -2.9361 1.5737 -0.02 -0.08 -0.07 0.18
H -0.3044 3.8532 -2.0126 -0.04 0.01 -0.04 0.17
H 1.1676 -0.4801 1.5700 -0.06 -0.01 0.00 0.20
H 1.2681 2.2888 -3.8325 -0.05 -0.20 0.02 0.24
H -5.9143 -5.1210 2.0813 0.01 0.03 0.10 0.19
H -1.9693 -4.0320 3.5388 0.00 0.02 0.01 -0.14
H 5.0001 5.7843 -5.5399 0.00 0.01 0.00 0.22
H -4.3729 -5.5207 2.8545 0.06 0.01 -0.05 0.22
H 1.6740 6.5314 -4.5301 -0.02 0.00 -0.04 0.21
H -2.5990 -0.9914 4.5892 0.06 0.01 0.08 0.18
H 4.3080 7.3946 -5.8169 0.02 0.00 -0.01 0.22
H -1.5330 2.8312 -2.8131 -0.01 -0.04 0.01 0.20
H 3.3893 -4.7271 3.7455 -0.02 0.01 0.02 0.18
H -0.8110 -0.1566 3.1411 -0.03 0.03 0.01 0.18
H -1.0878 -1.7818 4.9942 0.01 -0.06 -0.02 0.18
H -4.7785 -3.6300 4.0995 -0.10 0.07 -0.02 0.22
H -4.5016 -1.9970 3.5190 0.08 0.02 -0.01 0.19
H 3.1821 -1.6712 1.3634 0.00 0.04 0.08 0.16
H 2.2904 6.3060 -6.8641 0.04 0.03 0.00 0.18
H -4.5028 -5.5065 1.0919 -0.07 0.04 -0.04 0.21
H 1.4965 -0.8832 3.2483 0.03 0.04 -0.04 0.20
H 1.6756 -4.5089 3.3111 0.02 -0.01 0.00 0.18
H -0.3742 -2.4043 1.3814 -0.01 -0.04 0.01 0.19
H 2.1775 1.2061 -2.7531 -0.03 -0.03 -0.04 0.23
H 3.0187 5.4703 -4.0189 -0.01 0.04 0.02 0.19
H 4.7423 6.3713 -7.1915 0.00 -0.01 0.00 0.23
H 2.0034 -2.9702 1.1353 0.03 0.03 -0.06 0.16
H -0.0049 -2.9236 3.0039 0.02 0.03 0.02 0.21